(1)
Entry from the Open Molecules 2025 dataset: the ion C2H4BFIO2 with charge -1 (ωB97M-V with the def2-TZVPD basis set).

Geometry as XYZ:
```
11
Properties=species:S:1:pos:R:3
O 1.63443 -1.33594 0.85479
C 1.30315 -0.37925 0.19864
O 2.13992 0.71086 0.16327
C 0.05301 -0.25803 -0.59998
B -1.29204 -0.18097 0.36138
F -2.27486 -1.07280 -0.09165
I -2.16723 1.95441 0.12467
H 1.61003 1.48400 -0.08239
H 0.09607 0.58531 -1.29014
H -0.04085 -1.18458 -1.17457
H -1.06162 -0.32301 1.53596
```

Results
HOMO   -0.179 Ha
LUMO energy   0.11386 hartree
Molecular weight   216.77 g/mol
Total charge   -1
F_max   0.866 eV/A
Orbital gap   7.98 eV
Energy   -17733.2400 eV

=====

(2)
Entry from the Open Molecules 2025 dataset: a cluster of 2 separate species, C5H8ClO3PS in total at a distorted geometry (ωB97M-V with the def2-TZVPD basis set).

Geometry as XYZ:
```
19
Properties=species:S:1:pos:R:3
C -1.17569 -1.42366 -0.55731
C -1.99795 -1.48238 0.54167
C -1.40809 -1.04408 -1.99926
C 0.26054 1.82770 -0.29691
C 0.89697 0.41316 2.00173
O 3.03341 0.74279 0.17687
O 2.79976 -1.48699 1.46490
O 2.22339 0.63721 2.72185
P 2.46246 -0.09554 1.26121
S 0.05116 1.83836 1.50745
Cl -3.73648 -0.96892 -0.15079
H -0.18417 -1.45186 -0.38620
H -0.55426 -1.09479 -2.68794
H -1.64645 -0.07138 -1.72488
H -2.14977 -1.51872 -2.54939
H -0.54063 1.13255 -0.74197
H 1.30026 1.44145 -0.43838
H 0.08425 2.95127 -0.62311
H 0.28130 -0.34615 2.48048
```

Results
HOMO   -0.026 Ha
LUMO energy   0.20258 hartree
Molecular weight   214.61 g/mol
Total charge   -2
F_max   3.726 eV/A
Orbital gap   6.21 eV
Energy   -44102.1624 eV

=====

(3)
Entry from the Open Molecules 2025 dataset: a structure of composition C9H11N2O at a distorted geometry (ωB97M-V with the def2-TZVPD basis set).

Geometry as XYZ:
```
23
Properties=species:S:1:pos:R:3
C -1.93234 -0.56495 1.41337
C -1.61017 0.23192 -0.85573
C -3.32028 -0.29032 1.15712
C -2.97805 0.48591 -0.94153
C -0.96026 -0.23072 0.31387
C 2.47631 -0.89656 0.30897
C 1.41127 -0.69588 1.42459
C 1.41473 -0.38865 -0.67739
C 0.41300 -0.52296 0.31965
N -3.79724 0.14752 0.05356
N 1.90064 1.78754 -1.69510
O 2.57669 2.80934 -1.17542
H -1.65076 -0.75165 2.41732
H -0.99216 0.62463 -1.66962
H -4.04069 -0.46195 1.86585
H -3.37000 0.91324 -1.86387
H 3.41707 -0.43209 0.64992
H 2.68118 -2.00783 0.18711
H 1.17227 -1.53192 2.06979
H 1.78623 0.25737 2.00434
H 1.59527 0.95144 -1.10581
H 1.34849 -0.87148 -1.68679
H 2.45880 1.43804 -2.51421
```

Results
HOMO (alpha / beta)   -0.069 / -0.134 Ha
LUMO energy (alpha / beta)   0.14207 / 0.14161 hartree
Molecular weight   163.20 g/mol
Total charge   -1
F_max   4.816 eV/A
Orbital gap (alpha / beta)   5.73 / 7.51 eV
Energy   -14533.9690 eV